Entry 1:
{"formula": "C70H134F18N2O33", "method": "ωB97M-V with the def2-TZVPD basis set", "species": ["C", "C", "N", "H", "H", "H", "C", "C", "N", "H", "H", "H", "C", "O", "C", "C", "O", "C", "C", "O", "C", "H", "H", "H", "H", "H", "H", "H", "H", "H", "H", "H", "H", "H", "H", "C", "O", "C", "C", "O", "C", "C", "O", "C", "H", "H", "H", "H", "H", "H", "H", "H", "H", "H", "H", "H", "H", "H", "C", "O", "C", "C", "O", "C", "C", "O", "C", "H", "H", "H", "H", "H", "H", "H", "H", "H", "H", "H", "H", "H", "H", "C", "O", "C", "C", "O", "C", "C", "O", "C", "H", "H", "H", "H", "H", "H", "H", "H", "H", "H", "H", "H", "H", "H", "C", "O", "C", "C", "O", "C", "C", "O", "C", "H", "H", "H", "H", "H", "H", "H", "H", "H", "H", "H", "H", "H", "H", "C", "O", "C", "C", "O", "C", "C", "O", "C", "H", "H", "H", "H", "H", "H", "H", "H", "H", "H", "H", "H", "H", "H", "C", "O", "C", "C", "O", "C", "C", "O", "C", "H", "H", "H", "H", "H", "H", "H", "H", "H", "H", "H", "H", "H", "H", "C", "C", "O", "C", "O", "C", "F", "F", "F", "H", "H", "H", "H", "H", "C", "C", "O", "C", "O", "C", "F", "F", "F", "H", "H", "H", "H", "H", "C", "C", "O", "C", "O", "C", "F", "F", "F", "H", "H", "H", "H", "H", "C", "C", "O", "C", "O", "C", "F", "F", "F", "H", "H", "H", "H", "H", "C", "C", "O", "C", "O", "C", "F", "F", "F", "H", "H", "H", "H", "H", "C", "C", "O", "C", "O", "C", "F", "F", "F", "H", "H", "H", "H", "H"], "positions_angstrom": [[-9.322, -6.091, 17.913], [-10.259, -7.047, 17.238], [-10.980, -7.799, 16.698], [-9.726, -5.939, 18.914], [-9.264, -5.252, 17.220], [-8.367, -6.602, 18.039], [-6.629, -14.834, 4.970], [-6.459, -15.079, 6.426], [-6.250, -15.364, 7.527], [-6.439, -13.782, 4.757], [-7.564, -15.208, 4.554], [-5.925, -15.546, 4.539], [-3.127, -20.364, 9.075], [-3.377, -19.184, 8.197], [-3.818, -19.552, 6.907], [-4.731, -18.505, 6.266], [-5.358, -18.915, 5.075], [-4.552, -18.766, 3.823], [-5.274, -19.750, 2.865], [-6.701, -19.592, 2.796], [-7.215, -18.303, 2.502], [-2.427, -20.072, 9.858], [-2.609, -21.137, 8.507], [-3.958, -20.999, 9.383], [-4.415, -20.453, 7.043], [-2.990, -19.674, 6.208], [-4.196, -17.556, 6.280], [-5.557, -18.437, 6.974], [-3.514, -19.078, 3.940], [-4.671, -17.717, 3.551], [-5.035, -20.757, 3.206], [-4.899, -19.659, 1.845], [-7.118, -17.684, 3.394], [-8.277, -18.279, 2.256], [-6.607, -17.855, 1.716], [-11.469, -19.555, 7.359], [-11.351, -19.365, 8.779], [-10.027, -18.973, 9.247], [-9.789, -17.409, 9.082], [-11.063, -16.683, 9.406], [-11.186, -15.299, 8.986], [-12.025, -15.054, 7.772], [-12.206, -13.635, 7.692], [-13.228, -13.310, 6.702], [-11.617, -20.605, 7.109], [-10.610, -19.211, 6.783], [-12.361, -18.959, 7.166], [-9.257, -19.527, 8.710], [-10.028, -19.349, 10.271], [-9.368, -17.286, 8.084], [-9.013, -17.108, 9.785], [-10.172, -14.899, 8.967], [-11.694, -14.895, 9.862], [-12.849, -15.755, 7.644], [-11.389, -15.390, 6.953], [-14.183, -13.507, 7.188], [-13.194, -13.933, 5.808], [-13.261, -12.239, 6.502], [-12.751, -12.824, 21.002], [-12.477, -12.836, 19.610], [-11.220, -12.212, 19.344], [-10.997, -12.181, 17.823], [-9.698, -12.307, 17.460], [-8.824, -11.273, 17.871], [-7.422, -11.811, 17.549], [-6.428, -10.916, 18.122], [-5.096, -11.274, 17.693], [-12.628, -11.837, 21.448], [-12.064, -13.449, 21.573], [-13.779, -13.119, 21.213], [-10.386, -12.781, 19.756], [-11.105, -11.217, 19.774], [-11.305, -11.252, 17.342], [-11.593, -12.956, 17.341], [-8.921, -11.097, 18.943], [-9.060, -10.323, 17.392], [-7.268, -11.992, 16.485], [-7.315, -12.680, 18.199], [-5.212, -11.464, 16.626], [-4.939, -12.217, 18.217], [-4.300, -10.586, 17.977], [-19.189, -9.583, 9.440], [-19.566, -9.537, 10.778], [-19.284, -8.308, 11.504], [-18.093, -8.318, 12.445], [-18.132, -9.164, 13.481], [-17.075, -9.203, 14.409], [-15.669, -9.362, 13.818], [-14.616, -9.722, 14.734], [-13.330, -9.186, 14.504], [-19.841, -9.080, 8.726], [-18.889, -10.585, 9.132], [-18.276, -8.999, 9.330], [-20.106, -8.079, 12.182], [-19.243, -7.469, 10.808], [-17.883, -7.289, 12.740], [-17.310, -8.708, 11.794], [-17.268, -9.982, 15.148], [-17.257, -8.247, 14.900], [-15.367, -8.481, 13.252], [-15.741, -10.145, 13.063], [-12.646, -9.600, 13.764], [-12.760, -9.277, 15.428], [-13.401, -8.116, 14.307], [-8.008, -10.247, 8.941], [-6.881, -11.015, 9.209], [-5.656, -10.255, 9.264], [-5.308, -9.394, 8.067], [-6.010, -8.174, 7.929], [-5.508, -7.183, 7.029], [-5.286, -7.678, 5.607], [-4.092, -8.465, 5.684], [-3.607, -8.903, 4.372], [-8.885, -10.811, 9.259], [-8.102, -10.097, 7.866], [-7.860, -9.283, 9.427], [-4.850, -10.976, 9.401], [-5.708, -9.693, 10.197], [-5.506, -10.000, 7.183], [-4.288, -9.030, 8.183], [-4.612, -6.726, 7.448], [-6.240, -6.378, 6.962], [-5.284, -6.881, 4.863], [-6.162, -8.319, 5.512], [-2.808, -9.641, 4.436], [-3.262, -8.079, 3.747], [-4.354, -9.372, 3.732], [-4.518, -17.055, 10.772], [-5.261, -15.995, 11.325], [-6.568, -15.746, 10.958], [-6.886, -14.288, 10.870], [-7.025, -13.656, 12.132], [-7.540, -12.361, 12.047], [-8.503, -12.210, 13.301], [-9.066, -10.910, 13.357], [-9.525, -10.608, 14.634], [-3.567, -17.117, 11.300], [-4.372, -16.974, 9.694], [-5.103, -17.970, 10.868], [-7.333, -16.216, 11.576], [-6.608, -16.086, 9.923], [-7.760, -14.181, 10.228], [-6.186, -13.826, 10.173], [-8.224, -12.389, 11.199], [-6.899, -11.486, 11.936], [-8.026, -12.595, 14.202], [-9.326, -12.894, 13.093], [-10.016, -11.459, 15.107], [-10.242, -9.793, 14.729], [-8.667, -10.338, 15.251], [-0.253, -15.755, 19.303], [-1.599, -15.447, 18.960], [-1.770, -14.190, 18.369], [-0.970, -13.857, 17.119], [-1.379, -12.548, 16.643], [-1.345, -12.458, 15.223], [-2.525, -13.254, 14.630], [-3.035, -12.444, 13.563], [-4.046, -13.044, 12.630], [0.442, -15.893, 18.475], [-0.204, -16.727, 19.795], [0.134, -14.964, 19.945], [-1.487, -13.427, 19.094], [-2.843, -14.065, 18.230], [-1.043, -14.665, 16.391], [0.098, -13.701, 17.269], [-0.330, -12.599, 14.852], [-1.499, -11.419, 14.929], [-3.242, -13.274, 15.451], [-2.219, -14.242, 14.288], [-4.720, -13.733, 13.139], [-3.693, -13.422, 11.671], [-4.655, -12.159, 12.447], [-1.076, -17.133, 13.568], [-0.072, -18.260, 13.515], [-0.652, -19.514, 13.352], [0.000, -20.622, 12.756], [1.221, -20.753, 12.481], [-1.049, -21.815, 12.468], [-0.762, -22.514, 11.392], [-1.033, -22.663, 13.460], [-2.304, -21.399, 12.215], [-1.404, -17.153, 14.608], [-2.024, -17.371, 13.086], [-0.711, -16.106, 13.554], [0.448, -18.246, 14.473], [0.747, -18.091, 12.816], [-2.383, -14.015, 7.650], [-2.427, -13.672, 9.131], [-2.585, -12.288, 9.441], [-1.477, -11.483, 9.414], [-0.504, -11.702, 8.787], [-1.535, -10.275, 10.380], [-0.308, -10.241, 10.920], [-1.788, -9.156, 9.661], [-2.521, -10.463, 11.234], [-1.956, -14.996, 7.444], [-1.774, -13.280, 7.124], [-3.411, -13.959, 7.292], [-1.532, -13.983, 9.669], [-3.253, -14.152, 9.656], [-0.782, -17.195, 8.425], [0.156, -17.399, 9.670], [0.057, -16.176, 10.394], [1.116, -15.758, 11.147], [1.996, -16.520, 11.619], [1.164, -14.255, 11.376], [1.390, -13.887, 12.663], [2.223, -13.745, 10.676], [0.131, -13.574, 11.042], [-0.547, -16.429, 7.686], [-1.826, -17.217, 8.738], [-0.714, -17.963, 7.656], [1.139, -17.672, 9.287], [-0.274, -18.225, 10.236], [-13.157, -14.375, 13.181], [-12.036, -15.294, 12.975], [-12.372, -16.636, 13.240], [-11.416, -17.592, 12.918], [-10.370, -17.271, 12.401], [-11.650, -19.097, 13.254], [-11.590, -19.841, 12.130], [-10.623, -19.522, 14.005], [-12.839, -19.179, 13.920], [-14.003, -14.337, 12.495], [-12.855, -13.327, 13.179], [-13.541, -14.587, 14.179], [-11.189, -14.994, 13.593], [-11.873, -15.293, 11.897], [-3.119, -8.406, 14.529], [-4.334, -9.026, 13.778], [-5.528, -8.458, 14.265], [-6.057, -7.415, 13.768], [-5.641, -6.823, 12.771], [-7.404, -7.007, 14.261], [-7.353, -7.232, 15.600], [-7.705, -5.737, 14.057], [-8.330, -7.858, 13.870], [-3.193, -8.117, 15.578], [-2.801, -7.483, 14.044], [-2.203, -8.974, 14.371], [-4.346, -10.115, 13.835], [-4.111, -8.907, 12.717], [-8.247, -14.983, 15.639], [-7.934, -16.093, 14.622], [-7.091, -17.155, 15.136], [-5.687, -16.916, 15.343], [-5.028, -15.890, 15.231], [-4.984, -18.250, 15.625], [-4.132, -18.578, 14.622], [-4.172, -18.141, 16.640], [-5.876, -19.164, 15.875], [-8.403, -15.343, 16.656], [-9.166, -14.425, 15.463], [-7.409, -14.286, 15.632], [-7.465, -15.878, 13.662], [-8.821, -16.651, 14.319]], "mulliken_charge": [-0.80, 0.42, -0.47, 0.35, 0.28, 0.22, -0.91, 0.57, -0.40, 0.33, 0.35, 0.10, -0.85, -0.17, -0.30, -0.51, -0.28, -0.36, -0.71, -0.36, -0.45, -0.07, 0.56, 0.44, 0.37, 0.15, 0.29, 0.20, 0.40, 0.25, 0.33, 0.41, 0.01, 0.29, 0.30, -0.73, -0.33, -0.69, 0.23, -0.36, 0.22, -0.73, -0.30, -0.82, 0.23, 0.29, 0.25, 0.44, 0.22, 0.58, -0.25, 0.09, -0.15, 0.45, 0.30, 0.32, 0.31, 0.25, -0.78, -0.32, -0.69, -0.53, 0.10, -0.70, 0.18, -0.60, -0.38, 0.32, 0.32, 0.27, 0.38, 0.36, 0.31, 0.35, 0.59, 0.07, -0.21, 0.43, -0.01, 0.36, 0.35, -0.78, -0.36, -0.77, -0.10, -0.36, -0.55, -0.37, -0.31, -0.57, 0.30, 0.29, 0.33, 0.34, 0.43, 0.32, 0.19, 0.28, 0.32, 0.34, 0.28, 0.30, 0.12, 0.36, -0.97, 0.10, 0.44, -0.78, -0.34, -0.57, -0.57, -0.17, -0.89, 0.25, 0.23, 0.35, -0.30, 0.20, 0.18, 0.49, 0.30, 0.40, 0.51, 0.29, 0.26, 0.31, 0.34, -0.78, 0.68, -1.27, 0.08, 1.59, -1.19, 1.12, -0.50, -0.37, -0.29, 0.28, 0.36, 0.09, 0.36, -0.10, -0.16, 0.08, -0.24, -0.27, -0.11, 0.46, 0.12, -0.01, -0.73, -0.39, -0.41, -0.10, -0.45, -0.38, 0.47, -0.42, 0.77, 0.26, 0.27, 0.34, 0.35, 0.05, 0.15, 0.43, 0.20, -0.09, 0.27, -0.13, 0.44, -0.53, -0.33, -0.39, -0.61, -0.24, 0.31, -0.54, 0.88, -0.27, -0.25, -0.19, 0.43, -0.10, 0.17, 0.37, 0.42, -1.15, 1.08, 0.48, 0.35, -0.52, 0.77, -0.24, -0.27, -0.21, 0.00, 0.39, 0.23, -0.41, -0.34, -1.15, -0.12, 0.29, 0.09, -0.59, 0.93, -0.25, -0.30, -0.32, 0.47, 0.07, 0.55, 0.38, -0.13, -1.76, 1.88, -0.43, 0.58, -0.54, 0.73, -0.18, -0.23, -0.24, 0.35, 0.42, 0.40, -0.14, -0.70, -1.62, 0.72, -0.12, 0.46, -0.61, 0.88, -0.30, -0.27, -0.16, 0.36, 0.47, 0.36, -0.32, 0.03, -0.65, 1.00, -0.46, 0.25, -0.28, 0.67, -0.17, -0.28, -0.25, 0.63, 0.22, -0.08, -0.61, -0.16], "e_homo_ev": -9.31, "e_lumo_ev": -0.051}

Entry 2:
{"formula": "C49H50BrN7O4SY", "method": "ωB97M-V with the def2-TZVPD basis set", "species": ["Y", "C", "C", "C", "C", "C", "N", "C", "C", "C", "N", "C", "C", "C", "C", "C", "C", "C", "C", "N", "C", "C", "C", "N", "C", "C", "C", "C", "O", "C", "O", "H", "H", "H", "H", "H", "H", "H", "H", "H", "H", "H", "H", "H", "H", "H", "H", "H", "H", "H", "H", "H", "H", "H", "H", "H", "H", "H", "H", "C", "N", "C", "C", "N", "C", "S", "H", "H", "H", "H", "H", "H", "C", "C", "C", "C", "C", "C", "C", "C", "H", "H", "H", "H", "H", "C", "C", "C", "C", "N", "C", "C", "H", "H", "H", "H", "H", "H", "H", "Br", "C", "C", "C", "C", "C", "C", "C", "O", "O", "H", "H", "H", "H"], "positions_angstrom": [[0.468, 0.011, -0.129], [-2.371, 6.725, 1.255], [-2.050, 5.255, 1.279], [-3.016, 4.291, 1.413], [-2.705, 2.914, 1.402], [-3.732, 1.989, 1.680], [-3.589, 0.700, 1.772], [-4.710, -0.213, 1.939], [-4.337, -1.465, 2.749], [-4.674, -2.756, 2.000], [-3.904, -2.790, 0.749], [-2.625, -2.927, 0.686], [-1.722, -3.338, 1.745], [-1.770, -4.466, 2.556], [-0.693, -4.781, 3.379], [-0.703, -6.017, 4.242], [0.430, -3.952, 3.346], [0.507, -2.803, 2.563], [1.744, -2.032, 2.485], [1.985, -1.063, 1.686], [3.355, -0.550, 1.693], [3.483, 0.860, 2.268], [3.057, 1.980, 1.325], [1.611, 2.021, 1.129], [1.064, 3.164, 1.250], [-0.354, 3.484, 1.170], [-0.719, 4.815, 1.212], [-1.363, 2.473, 1.172], [-1.099, 1.231, 1.054], [-0.625, -2.443, 1.798], [-0.757, -1.331, 1.185], [-3.442, 6.895, 1.356], [-2.047, 7.178, 0.316], [-1.868, 7.254, 2.066], [-4.053, 4.584, 1.542], [-4.730, 2.379, 1.867], [-2.668, 0.343, 1.487], [-5.050, -0.495, 0.940], [-5.529, 0.331, 2.409], [-4.844, -1.472, 3.713], [-3.264, -1.462, 2.954], [-5.731, -2.803, 1.742], [-4.433, -3.627, 2.603], [-4.354, -2.452, -0.098], [-2.166, -2.620, -0.258], [-2.620, -5.139, 2.510], [-1.683, -6.492, 4.239], [-0.450, -5.776, 5.275], [0.022, -6.752, 3.890], [1.288, -4.219, 3.956], [2.545, -2.392, 3.141], [3.704, -0.546, 0.655], [4.007, -1.225, 2.257], [4.538, 1.019, 2.502], [2.932, 0.927, 3.210], [3.525, 1.821, 0.350], [3.417, 2.938, 1.718], [1.697, 4.030, 1.480], [0.070, 5.562, 1.201], [-5.414, -0.187, -4.229], [-4.105, 0.400, -4.038], [-3.260, 0.798, -5.063], [-2.155, 1.307, -4.489], [-2.333, 1.212, -3.128], [-3.528, 0.661, -2.837], [-4.189, 0.394, -1.302], [-5.325, -1.149, -4.734], [-6.041, 0.478, -4.821], [-5.863, -0.327, -3.250], [-3.531, 0.682, -6.097], [-1.260, 1.717, -4.920], [-1.619, 1.432, -2.446], [-0.802, -1.225, -1.742], [-1.442, -2.032, -2.402], [-2.235, -2.989, -3.125], [-1.632, -4.034, -3.833], [-2.405, -4.970, -4.502], [-3.791, -4.886, -4.476], [-4.400, -3.853, -3.777], [-3.633, -2.909, -3.108], [-0.552, -4.095, -3.852], [-1.924, -5.770, -5.049], [-4.391, -5.619, -4.999], [-5.481, -3.779, -3.758], [-4.101, -2.089, -2.575], [3.124, -5.312, -3.590], [2.730, -4.129, -2.755], [2.910, -2.825, -3.197], [2.525, -1.765, -2.394], [1.979, -1.924, -1.187], [1.814, -3.178, -0.757], [2.165, -4.290, -1.492], [3.512, -5.002, -4.558], [2.268, -5.968, -3.754], [3.892, -5.899, -3.084], [3.342, -2.627, -4.169], [2.646, -0.744, -2.728], [1.360, -3.297, 0.220], [1.995, -5.279, -1.084], [-0.700, 4.541, -2.553], [1.098, 4.228, -3.071], [1.682, 5.229, -3.835], [2.994, 5.108, -4.261], [3.736, 3.987, -3.922], [3.152, 2.995, -3.158], [1.829, 3.088, -2.721], [1.310, 1.942, -1.904], [0.085, 1.849, -1.621], [2.133, 1.074, -1.491], [1.102, 6.104, -4.094], [3.434, 5.896, -4.859], [4.761, 3.890, -4.251], [3.708, 2.112, -2.875]], "mulliken_charge": [0.13, -1.72, 0.36, -0.87, 0.06, -0.23, 0.45, -0.49, -0.42, -1.10, 0.04, 0.93, -0.05, -0.81, 0.32, -1.59, -1.21, 0.64, -0.63, 0.79, -1.13, -1.05, -0.80, 0.13, -0.60, 0.27, -0.27, 0.60, -0.42, 0.48, -0.11, 0.38, 0.33, 0.36, 0.38, 0.44, -0.26, 0.11, 0.54, 0.50, 0.19, 0.49, 0.38, 0.39, -0.48, 0.56, 0.38, 0.37, 0.33, 0.50, 0.27, 0.18, 0.68, 0.46, 0.29, 0.06, 0.64, 0.28, 0.43, -0.99, 0.33, -0.85, -0.37, 0.93, -0.01, -0.49, 0.35, 0.38, 0.29, 0.46, 0.48, -0.45, -0.04, -0.01, 0.02, -0.68, -0.53, -0.55, -1.36, 0.50, 0.61, 0.42, 0.40, 0.49, 0.73, -1.51, 1.06, -1.06, -0.76, 0.43, -0.35, -1.02, 0.37, 0.34, 0.37, 0.38, 0.59, 0.40, 0.47, -0.12, 0.00, -0.68, -0.53, -0.96, -0.51, 0.25, 1.12, 0.44, -0.51, 0.48, 0.40, 0.42, 0.52], "e_homo_ev": -9.36, "de_lowest_ev": 0.000, "charge": 1, "e_lumo_ev": -2.675}